(1)
Formula: CH12N2O3
Source: the OMol25 dataset
Level of theory: ωB97M-V/def2-TZVPD

CARTESIAN COORDINATES (ANGSTROEM)
N -1.196 2.266 -0.871
C 0.208 2.218 -1.118
N 1.115 2.402 0.070
H -1.580 1.487 -0.261
H -1.643 3.143 -0.542
H 0.415 1.285 -1.626
H 0.409 2.981 -1.823
H 0.656 2.958 0.824
H 1.398 1.440 0.504
O -0.328 -2.790 0.866
H -0.901 -3.475 0.478
H -0.009 -2.366 0.082
O 1.214 -2.434 -2.642
H 0.925 -1.642 -2.130
H 1.659 -2.285 -3.437
O -0.946 -0.666 3.510
H -0.114 -0.840 2.988
H -1.417 -1.553 3.387

- SMILES string = NCN.O.O.O
- spin multiplicity = 1
- relative energy (zero: lowest compared OMol25 entry of this formula, charge and spin) (kcal per mole) = 30.57
- maximum force (eV/Å) = 3.6
- lowest unoccupied orbital energy (eV) = 0.120
- DFT total energy (eV) = -10353.4366

For each atom in turn, the Löwdin charge in e is: -0.042, -0.389, -0.043, 0.091, 0.076, 0.088, 0.081, 0.061, 0.083, -0.045, 0.057, 0.002, -0.046, 0.046, 0.001, -0.122, 0.040, 0.062



(2)
Formula: C28H24N6O7PbS
Source: the OMol25 dataset
Level of theory: ωB97M-V/def2-TZVPD

CARTESIAN COORDINATES (ANGSTROEM)
Pb 0.204 0.061 -0.554
O 2.560 -2.670 2.175
C 1.773 -2.392 1.286
O 1.646 -1.276 0.673
C 0.813 -3.481 0.879
O -0.978 -4.656 0.158
O -1.070 -2.368 -0.232
C -4.221 1.429 -0.547
C -5.049 0.323 -0.294
C -4.505 -0.916 -0.117
C -3.095 -1.087 -0.181
N -2.311 -0.017 -0.438
C -2.877 1.195 -0.610
C -2.496 -2.347 0.021
C -3.059 -3.543 0.432
C -2.422 -4.722 0.543
C -0.074 -5.572 0.787
C 0.990 -4.892 1.182
C -0.378 -3.342 0.302
H -4.618 2.422 -0.694
H -6.123 0.447 -0.247
H -5.143 -1.770 0.057
H -2.188 2.013 -0.801
H -4.100 -3.552 0.728
H -2.691 -5.672 0.958
H -0.401 -6.595 0.787
H 1.868 -5.298 1.659
O 1.828 10.285 3.176
S 2.167 8.882 3.226
O 1.135 8.016 3.765
O 3.514 8.574 3.668
C 2.250 8.378 1.479
N 2.644 9.255 0.549
C 2.699 8.810 -0.698
C 2.357 7.514 -1.062
C 1.983 6.686 -0.021
N 1.942 7.109 1.232
C 1.569 5.259 -0.180
C 1.727 4.522 -1.347
C 1.315 3.202 -1.367
N 0.775 2.591 -0.309
C 0.626 3.306 0.814
C 0.999 4.625 0.921
H 3.029 9.521 -1.449
H 2.375 7.198 -2.096
H 2.174 4.954 -2.231
H 1.432 2.603 -2.265
H 0.182 2.791 1.653
H 0.878 5.182 1.842
N -0.243 0.416 1.732
C -0.006 0.409 2.866
N 0.265 0.369 4.133
C -0.755 0.633 5.163
C -0.713 -0.474 6.204
C 0.701 -0.648 6.756
C 1.690 -0.936 5.628
C 1.661 0.170 4.588
H -1.725 0.707 4.676
H -0.527 1.600 5.620
H -1.046 -1.409 5.743
H -1.418 -0.230 7.001
H 0.720 -1.454 7.489
H 1.000 0.267 7.279
H 1.440 -1.883 5.143
H 2.707 -1.026 6.012
H 2.272 -0.069 3.720
H 2.009 1.116 5.012

- spin multiplicity = 1
- maximum force (eV/Å) = 0.3
- lowest unoccupied orbital energy (eV) = -0.581
- DFT total energy (eV) = -68776.1666

For each atom in turn, the Löwdin charge in e is: 1.479, 0.065, -0.613, -0.254, -0.018, -0.022, -0.016, -0.070, -0.061, -0.014, -0.229, -0.057, -0.164, -0.176, -0.045, 0.003, 0.011, 0.057, -0.190, 0.105, 0.112, 0.106, 0.097, 0.131, 0.110, 0.140, 0.140, -0.353, 0.384, -0.375, -0.357, -0.327, 0.133, -0.115, -0.003, -0.232, 0.149, -0.111, 0.004, -0.155, -0.097, -0.125, 0.027, 0.109, 0.099, 0.111, 0.100, 0.083, 0.126, 0.101, -0.203, -0.063, -0.121, -0.178, -0.195, -0.172, -0.109, 0.129, 0.135, 0.119, 0.117, 0.113, 0.119, 0.118, 0.121, 0.128, 0.135



(3)
Formula: C7H8N3O4
Source: the OMol25 dataset
Level of theory: ωB97M-V/def2-TZVPD

CARTESIAN COORDINATES (ANGSTROEM)
C -2.335 0.121 0.614
C -2.036 -0.527 -1.716
C -0.410 -2.355 0.465
C 1.645 0.876 0.222
C -3.013 -0.481 -0.611
C -0.325 -0.548 -0.255
C 3.641 1.951 0.768
N -1.049 0.053 0.753
N -0.740 -0.665 -1.541
N 1.085 -0.287 -0.113
O 0.758 -2.693 0.600
O -1.544 -2.681 0.639
O 1.177 1.962 -0.005
O 2.973 0.713 0.691
H -2.962 0.413 1.393
H -2.406 -0.236 -2.704
H -3.393 -1.471 -0.333
H -3.948 -0.069 -0.969
H 2.985 2.726 0.164
H 4.549 1.923 0.244
H 3.801 2.414 1.677
H 1.546 -1.140 0.016

- spin multiplicity = 1
- relative energy (zero: lowest compared OMol25 entry of this formula, charge and spin) (kcal per mole) = 38.01
- maximum force (eV/Å) = 4.6
- charge = -1
- lowest unoccupied orbital energy (eV) = 3.586
- DFT total energy (eV) = -20049.3780

For each atom in turn, the Löwdin charge in e is: -0.120, -0.144, -0.542, -0.535, -0.195, -0.493, -0.113, 0.125, 0.135, 0.156, 0.008, 0.058, 0.053, -0.044, 0.074, 0.090, 0.094, 0.084, 0.121, 0.056, 0.049, 0.083